Entry from the Open Molecules 2025 dataset: a molecular structure, C23H24FNO4S2 in a non-equilibrium geometry (ωB97M-V/def2-TZVPD).

As for the charge: 0. As for the highest occupied orbital energy: -6.9750 eV. Its LUMO energy is -0.051 eV. For the gap between HOMO and LUMO, the calculation gives 6.92 eV.

Last column: Mulliken charge in e.
CARTESIAN COORDINATES (ANGSTROEM)
O  -1.870  -0.649  1.355  -0.601
C  -3.687  -2.037  -1.619  -0.947
C  4.009  1.117  -0.095  -0.294
S  -1.023  0.438  1.800  1.244
C  -2.424  -1.732  -1.159  -0.055
H  2.300  -1.042  -2.749  0.272
H  0.059  0.739  -0.518  0.999
C  -2.736  0.582  -1.825  -0.587
C  -5.832  -1.439  -2.766  -1.413
H  -5.737  -2.241  -3.510  0.322
C  4.886  1.330  -1.159  -0.589
H  -0.200  -2.846  -2.190  0.325
F  1.006  -0.810  0.773  -0.428
C  -4.012  0.261  -2.270  -0.894
H  3.660  4.316  -2.275  0.382
C  -0.404  -0.158  3.378  0.303
O  2.385  0.961  2.411  -0.698
H  1.175  0.848  6.204  0.384
H  1.067  -1.612  6.650  0.367
C  -0.503  -1.526  3.629  -0.503
H  2.066  3.896  -0.406  0.465
C  -1.871  -0.432  -1.336  -0.076
H  0.149  1.781  4.146  0.393
C  0.030  -2.048  4.806  -0.536
C  0.455  0.464  0.690  -0.100
O  1.055  2.937  1.589  -0.715
C  0.158  0.705  4.320  -0.205
C  4.752  2.468  -1.959  -0.407
O  -1.534  1.777  1.920  -0.677
H  5.436  2.630  -2.792  0.387
H  -0.991  -2.170  2.901  0.399
H  2.293  -0.468  -1.070  0.247
C  1.796  -0.383  -2.039  -0.739
H  5.671  0.599  -1.357  0.399
C  0.638  -1.200  5.736  -0.453
H  -0.805  -1.722  -3.449  0.295
H  -6.326  -0.590  -3.245  0.360
H  -6.491  -1.822  -1.976  0.312
H  -4.655  1.041  -2.683  0.296
S  1.699  1.667  1.347  1.777
C  -0.466  -0.205  -1.173  -0.503
H  0.914  -2.183  -3.401  0.324
H  1.866  0.655  -2.392  0.242
N  0.401  -0.814  -1.942  0.191
H  -2.343  1.599  -1.894  0.444
C  3.750  3.403  -1.685  -0.575
H  4.119  0.261  0.571  0.435
C  2.942  1.998  0.095  -0.226
C  0.699  0.174  5.491  -0.685
H  -1.821  -2.505  -0.680  0.596
C  -4.489  -1.054  -2.217  1.135
C  0.039  -1.957  -2.790  -0.780
H  -4.070  -3.057  -1.525  0.365
C  2.846  3.176  -0.648  -0.355
H  -0.034  -3.122  4.979  0.379

---

Entry from the Open Molecules 2025 dataset: a molecular structure, C23H24IN3O2SSc in a non-equilibrium geometry (ωB97M-V/def2-TZVPD).

The energy above the lowest of the compared OMol25 structures with the same formula, charge and spin is 0.00 kJ/mol. As for the charge: +1. As for the highest occupied orbital energy: -11.2590 eV. Its LUMO energy is -2.718 eV. For the gap between HOMO and LUMO, the calculation gives 8.54 eV.

Last column: Mulliken charge in e.
CARTESIAN COORDINATES (ANGSTROEM)
C  3.190  4.936  1.293  -0.617
H  2.361  4.570  4.491  0.404
H  4.172  5.094  3.074  0.433
N  -1.698  2.471  -0.246  -0.306
C  0.955  4.304  1.445  -0.426
H  -3.057  -1.110  2.133  0.476
H  0.668  -3.748  0.006  0.293
H  0.274  -0.500  -6.522  0.428
C  -0.176  -0.609  -4.496  -0.419
C  0.959  4.253  2.830  -0.130
H  -3.059  -5.279  3.025  0.373
H  -0.907  4.685  0.526  0.196
H  3.339  -2.998  0.230  0.366
H  1.362  -4.239  1.517  0.515
H  3.211  -1.255  -0.039  0.277
H  4.073  5.347  0.845  0.389
H  2.177  -2.526  -0.984  0.335
I  -2.436  -0.038  -8.175  0.129
C  2.014  4.652  0.649  -0.057
C  -1.141  -0.534  -3.541  0.362
H  2.449  -0.857  2.275  0.383
N  -0.239  3.975  0.713  -0.101
C  2.154  4.492  3.441  -0.645
S  0.623  1.495  0.831  -0.029
C  3.250  4.825  2.659  -0.353
O  -1.647  -0.311  -1.208  -0.785
H  -3.236  -0.316  -3.029  0.314
C  -0.532  -0.489  -5.829  -0.449
H  -0.667  -5.398  2.195  0.308
H  -2.114  3.298  -0.631  0.241
H  -1.902  1.602  -0.682  0.317
C  1.983  -1.812  2.329  -1.060
C  -2.473  -0.304  -3.856  -0.452
C  -0.899  -0.812  -2.154  0.987
C  -2.852  -0.156  -5.163  -0.368
H  1.062  -1.841  2.925  0.366
N  1.534  -2.206  0.957  0.337
C  -2.531  -2.017  2.225  -0.481
Sc  -0.237  -0.813  0.272  -0.181
H  0.071  3.943  3.373  0.437
H  -4.170  -3.133  3.092  0.356
C  -1.880  -0.322  -6.165  -0.194
C  -1.181  -1.994  1.685  0.325
H  -3.938  -0.051  -5.401  0.336
H  1.896  4.758  -0.411  0.471
C  -1.155  -4.413  2.301  -0.959
O  0.104  -1.550  -1.766  -0.658
C  -2.509  -4.380  2.699  -0.323
C  -0.500  2.710  0.365  0.454
H  0.828  -0.780  -4.143  0.462
C  -0.559  -3.256  1.737  1.195
C  -3.187  -3.183  2.615  -0.692
H  2.766  -2.506  2.657  0.331
C  0.765  -3.461  1.057  -0.894
C  2.640  -2.214  -0.030  -1.020

---

Entry from the Open Molecules 2025 dataset: a molecular structure, C23H24IrN9O2 in a non-equilibrium geometry (ωB97M-V/def2-TZVPD).

The energy above the lowest of the compared OMol25 structures with the same formula, charge and spin is 40.35 kJ/mol. As for the charge: +3. As for the highest occupied orbital energy (spin up / spin down): -16.2747 / -17.5732 eV. Its LUMO energy (spin up / spin down) is -8.603 / -12.935 eV. As for the spin multiplicity: 6. For the gap between HOMO and LUMO (spin up / spin down), the calculation gives 7.67 / 4.64 eV.

Last column: Mulliken charge in e.
CARTESIAN COORDINATES (ANGSTROEM)
H  0.273  -1.686  -2.592  0.503
O  2.560  0.504  -2.186  -0.187
H  3.868  -0.403  2.993  0.491
H  -2.335  -3.819  3.868  0.355
H  0.519  1.603  -3.911  0.431
C  -0.943  3.111  -4.358  -0.830
C  -2.041  -0.423  -0.643  1.085
C  -2.341  0.863  0.101  -1.805
N  3.767  0.712  -2.139  -0.091
H  -3.051  1.418  -0.518  0.492
O  -0.292  -1.952  1.643  -0.221
H  -3.964  -1.258  -0.207  0.560
N  -0.474  -3.809  3.004  0.004
H  1.405  -3.408  0.359  0.205
H  2.276  0.140  4.853  0.506
H  -2.326  3.545  0.201  0.457
C  -1.874  3.974  -3.801  -0.356
C  -0.838  1.816  1.829  -1.746
H  -2.792  4.623  -1.964  0.466
C  -0.677  -1.639  -2.074  -0.366
H  -0.701  2.863  2.104  0.565
H  -0.573  3.734  0.224  0.587
H  -0.771  3.078  -5.424  0.432
C  -1.398  -3.234  3.899  -0.577
C  -3.030  -1.391  -0.738  -1.044
C  2.891  0.013  2.794  -0.798
C  -2.825  -2.501  -1.539  -0.487
N  -1.191  1.743  0.400  0.588
H  -3.595  -3.255  -1.636  0.500
H  -1.646  1.442  2.459  0.461
H  -0.199  -4.781  3.162  0.311
C  -2.066  3.968  -2.426  -0.958
H  -1.571  -2.194  3.646  0.221
C  -1.387  3.108  -0.148  -1.218
N  -0.389  2.301  -2.187  -0.364
C  6.085  0.282  -2.073  -0.049
C  -0.221  2.288  -3.519  0.098
N  -0.877  -0.565  -1.286  -0.127
H  -1.439  -3.453  -2.900  0.501
H  -1.019  -3.359  4.928  0.347
C  2.506  0.278  1.501  -0.003
H  -2.449  4.642  -4.429  0.466
H  0.070  1.136  4.284  0.529
C  0.453  1.115  2.180  1.153
H  1.266  -4.738  1.447  0.215
N  3.921  -2.573  -1.693  -0.357
C  -1.627  -2.622  -2.235  -0.786
N  0.981  -3.806  1.187  -0.311
C  0.091  -3.071  1.852  0.513
C  2.003  0.319  3.821  -0.465
C  4.721  -0.147  -2.077  0.703
H  3.170  0.073  0.671  0.225
C  -1.307  3.119  -1.647  0.733
C  0.775  0.870  3.507  -0.889
C  4.350  -1.528  -1.904  0.177
H  -2.873  0.606  1.019  0.645
N  7.186  0.601  -2.027  -0.215
N  1.309  0.822  1.194  -0.016
Ir  0.657  0.906  -0.854  1.740

---

Entry from the Open Molecules 2025 dataset: C23H24N2O3 in the gas phase (ωB97M-V/def2-TZVPD).

The energy above the lowest of the compared OMol25 structures with the same formula, charge and spin is 193.69 kJ/mol. As for the charge: 0. As for the highest occupied orbital energy: -7.9414 eV. Its SMILES is COc1ccc(-c2cc(C(=O)NC[C@@H]3CCCO3)c3cc(C)ccc3n2)cc1. Its LUMO energy is 0.153 eV. For the gap between HOMO and LUMO, the calculation gives 8.09 eV.

Last column: Mulliken charge in e.
CARTESIAN COORDINATES (ANGSTROEM)
H  7.186  0.687  -1.623  0.336
H  -2.230  -4.792  -1.821  0.424
H  -0.806  2.084  0.283  0.037
H  -4.358  -4.999  -0.158  0.362
H  -1.325  4.536  -2.048  0.304
H  8.525  0.580  -0.453  0.239
C  -2.166  3.850  -1.875  -0.570
H  7.616  -0.886  -0.894  0.335
H  3.001  -1.425  -1.481  0.425
O  -1.995  -0.143  3.363  -0.670
N  -2.831  0.801  1.508  0.039
C  -4.365  -3.946  -0.436  -1.604
C  -2.281  3.699  0.478  -0.779
C  3.317  0.037  1.534  -0.553
C  -0.963  -0.719  1.290  0.503
H  2.762  0.253  2.434  0.423
C  -2.977  -3.386  -0.379  0.739
H  0.658  0.503  1.917  0.321
H  0.090  -3.937  -1.759  0.470
H  -3.417  -1.880  1.064  0.417
C  3.473  -0.914  -0.658  -0.830
H  -1.432  4.319  0.765  0.378
O  6.715  0.475  0.388  -0.452
H  -3.770  1.496  -0.200  0.483
C  0.350  -0.330  1.304  -0.368
H  -4.761  -3.874  -1.449  0.341
C  -1.969  -3.961  -1.181  -0.674
C  -1.787  2.373  -0.116  0.861
H  -5.029  -3.413  0.238  0.362
O  -1.660  2.576  -1.514  -0.476
H  5.134  0.873  2.303  0.424
H  5.368  -0.814  -1.616  0.389
C  4.649  0.379  1.475  -0.679
C  -3.019  4.329  -0.702  -0.593
H  -2.728  3.743  -2.806  0.311
C  5.412  0.087  0.342  0.951
C  -1.351  -1.817  0.482  0.864
H  -2.914  3.550  1.350  0.309
C  1.289  -1.004  0.485  0.763
N  0.937  -1.992  -0.306  -0.600
C  -0.338  -2.412  -0.318  -0.494
H  -2.441  0.364  -0.488  0.101
C  2.702  -0.613  0.462  0.076
C  7.542  0.191  -0.714  -0.833
H  -4.031  3.931  -0.780  0.232
C  4.808  -0.568  -0.728  -0.350
H  -3.070  5.413  -0.643  0.414
C  -1.956  -0.008  2.157  -0.374
H  -3.446  1.324  2.117  0.295
C  -2.769  1.204  0.127  -0.991
C  -2.661  -2.329  0.434  -0.480
C  -0.687  -3.494  -1.155  -0.560